No. 1
127
Properties=species:S:1:pos:R:3:lowdin_charge:R:1 method="wB97M-V/def2-TZVPD" homo_ev=-7.5 orbital_gap_ha=0.28323 charge=0 max_force_ev_per_a=1.9 e_tot_ev=-111165.81531
C 2.171 1.531 3.133 -0.0475
C 3.130 0.406 2.710 -0.2385
O 4.116 0.811 1.768 -0.1322
C 3.739 0.571 0.435 -0.1935
C 2.829 1.667 -0.156 -0.1691
O 1.459 1.295 0.022 -0.1749
C 0.605 2.436 -0.022 -0.1754
C -0.630 2.261 -0.879 -0.1414
C -1.006 3.207 -1.836 -0.1589
C -0.116 4.458 -1.966 -0.1578
N -0.265 5.208 -0.681 -0.1169
C -0.698 6.588 -0.881 -0.1372
C -2.126 3.035 -2.619 -0.0167
C -2.934 1.926 -2.433 0.0018
C -2.592 1.012 -1.465 -0.2577
C -1.450 1.159 -0.715 -0.3598
S -1.155 -0.155 0.473 1.0699
C -2.831 -0.453 1.025 -0.4299
C -3.117 -0.746 2.339 -0.0925
C -4.433 -0.950 2.713 -0.1319
C -5.409 -0.839 1.752 -0.6072
S -7.147 -1.033 2.147 0.7803
C -5.122 -0.571 0.440 -0.0604
C -3.803 -0.369 0.055 -0.2692
N -3.485 -0.091 -1.282 0.1013
H 2.642 2.515 3.026 0.0881
H 1.210 1.487 2.616 0.0568
H 1.947 1.418 4.198 0.0611
H 3.643 0.043 3.607 0.0990
H 2.521 -0.425 2.330 0.1011
H 4.628 0.485 -0.202 0.1220
H 3.182 -0.375 0.313 0.1203
H 3.018 1.697 -1.243 0.1205
H 3.067 2.615 0.342 0.1308
H 1.181 3.307 -0.336 0.0846
H 0.271 2.662 1.006 0.1341
H -0.492 5.144 -2.730 0.1064
H 0.937 4.208 -2.130 0.1044
H 0.585 5.160 -0.137 0.0867
H -0.134 7.051 -1.709 0.0744
H -1.766 6.665 -1.118 0.0780
H -0.535 7.150 0.045 0.0778
H -2.406 3.774 -3.366 0.1095
H -3.846 1.727 -2.988 0.1033
H -2.282 -0.808 3.031 0.1053
H -4.648 -1.170 3.754 0.0975
H -7.055 -1.653 3.341 -0.1379
H -5.892 -0.479 -0.323 0.1198
H -4.324 0.122 -1.809 0.1213
C 2.985 -5.245 -0.302 -0.0138
C 2.962 -3.962 0.491 -0.3291
C 3.873 -3.960 1.695 -0.0913
O 3.199 -3.057 2.578 0.0333
C 1.878 -3.111 2.277 -0.5680
O 1.013 -2.653 2.949 0.1619
O 1.678 -3.753 1.098 0.0894
H 2.331 -5.168 -1.170 0.0735
H 3.993 -5.477 -0.648 0.0966
H 2.616 -6.078 0.298 0.0939
H 3.169 -3.110 -0.163 0.1546
H 4.874 -3.602 1.461 0.1401
H 3.948 -4.934 2.187 0.1405
C -0.683 -7.416 -2.216 -0.0210
C 0.004 -7.007 -3.497 -0.3314
C 0.432 -8.167 -4.361 -0.0980
O 1.567 -7.631 -5.048 0.0663
C 2.109 -6.682 -4.243 -0.5572
O 3.180 -6.193 -4.400 0.1650
O 1.262 -6.367 -3.227 0.0653
H -0.993 -6.538 -1.650 0.0889
H -1.564 -8.025 -2.423 0.0916
H -0.003 -7.981 -1.577 0.0913
H -0.622 -6.304 -4.053 0.1603
H -0.337 -8.475 -5.066 0.1396
H 0.755 -9.036 -3.782 0.1404
C -3.942 1.190 7.438 -0.0222
C -3.140 1.600 6.226 -0.3256
C -2.631 0.442 5.406 -0.1038
O -1.439 0.981 4.827 0.0617
C -0.979 1.933 5.682 -0.5460
O 0.099 2.428 5.627 0.1634
O -1.918 2.243 6.612 0.0884
H -4.305 2.069 7.972 0.0862
H -4.798 0.579 7.152 0.0899
H -3.322 0.629 8.139 0.0922
H -3.714 2.300 5.612 0.1622
H -3.331 0.136 4.641 0.0864
H -2.360 -0.428 6.013 0.1498
C -4.297 4.724 -5.897 -0.0189
C -5.389 3.701 -5.789 -0.3283
C -6.783 4.272 -5.731 -0.0939
O -7.483 3.282 -4.966 0.0671
C -6.569 2.687 -4.158 -0.5570
O -6.836 1.977 -3.242 0.1564
O -5.304 3.010 -4.532 0.0655
H -3.346 4.204 -5.952 0.0518
H -4.416 5.354 -6.778 0.0958
H -4.272 5.359 -5.009 0.0959
H -5.295 2.963 -6.591 0.1624
H -7.233 4.392 -6.714 0.1389
H -6.834 5.223 -5.195 0.1403
C 2.600 0.904 -5.809 -0.0198
C 1.955 2.259 -5.966 -0.3259
C 1.806 3.022 -4.672 -0.1009
O 0.650 3.827 -4.929 0.0533
C -0.104 3.161 -5.830 -0.5499
O -1.227 3.455 -6.085 0.1519
O 0.585 2.136 -6.387 0.0971
H 2.705 0.416 -6.779 0.0873
H 3.588 0.991 -5.356 0.0914
H 1.981 0.251 -5.192 0.0945
H 2.488 2.849 -6.716 0.1591
H 2.669 3.644 -4.444 0.1416
H 1.594 2.375 -3.815 0.1340
C 4.578 -2.158 5.482 -0.0224
C 5.883 -1.892 6.190 -0.3279
C 7.085 -2.496 5.508 -0.1021
O 7.976 -2.722 6.604 0.0603
C 7.207 -2.906 7.712 -0.5575
O 7.608 -3.331 8.746 0.1664
O 5.921 -2.542 7.471 0.0859
H 3.753 -1.673 6.006 0.0948
H 4.603 -1.788 4.459 0.0668
H 4.354 -3.226 5.467 0.0939
H 6.015 -0.818 6.350 0.1605
H 7.535 -1.829 4.776 0.1386
H 6.868 -3.456 5.033 0.1377

***

No. 2
117
Properties=species:S:1:pos:R:3:lowdin_charge:R:1 method="wB97M-V/def2-TZVPD" homo_ev=-10.7 orbital_gap_ha=0.31745 charge=+1 max_force_ev_per_a=0.8 e_tot_ev=-140494.49825
C 4.277 1.755 1.568 -0.0915
C 4.056 2.227 0.115 -0.2058
C 3.171 1.273 -0.650 -0.2038
O 1.910 1.121 0.015 -0.1742
C 0.815 1.617 -0.744 -0.2185
C -0.309 1.929 0.238 -0.5521
Br 0.299 3.463 1.296 0.9970
N -0.321 0.750 1.170 0.1217
C -1.545 0.476 1.981 -0.1760
C -1.710 1.413 3.180 -0.2887
F -0.451 1.566 3.742 -0.0145
C -2.416 2.752 2.980 -0.2160
C -3.758 2.805 3.713 -0.0785
C -2.763 0.342 1.085 -0.0393
C -2.787 1.155 -0.257 -0.1939
C -4.165 1.840 -0.302 -0.1784
N -4.298 2.858 -1.318 -0.0974
C -5.602 3.513 -1.335 -0.0898
B -2.609 -0.039 -1.307 -0.5748
O -1.343 -0.561 -1.339 0.1681
N -3.635 -0.713 -2.095 -0.0949
C -4.136 0.033 -3.256 -0.0569
C -4.660 -1.454 -1.358 -0.0514
C -1.662 2.206 -0.477 -0.2504
O -1.366 2.306 -1.855 -0.1235
C -1.466 3.578 -2.496 -0.1725
C -0.545 4.684 -1.988 -0.2152
C -1.205 5.661 -1.010 -0.1091
H 3.513 2.135 2.241 0.0608
H 4.190 0.665 1.601 0.0730
H 5.272 2.010 1.916 0.0631
H 3.602 3.218 0.149 0.1047
H 5.025 2.303 -0.372 0.1018
H 3.655 0.294 -0.658 0.1266
H 3.026 1.564 -1.690 0.1167
H 0.502 0.848 -1.448 0.1168
H 1.107 2.497 -1.307 0.1153
H -0.145 -0.077 0.589 0.1616
H 0.490 0.824 1.790 0.1595
H -1.360 -0.504 2.422 0.1509
H -2.298 0.830 3.892 0.1575
H -2.518 3.018 1.931 0.0753
H -1.770 3.508 3.423 0.1024
H -4.443 2.027 3.382 0.0707
H -4.214 3.783 3.586 0.0824
H -3.575 2.684 4.781 0.0868
H -3.644 0.571 1.685 0.1300
H -2.848 -0.725 0.863 0.1114
H -4.347 2.326 0.661 0.1221
H -4.946 1.076 -0.407 0.1185
H -4.042 2.513 -2.228 0.0806
H -5.978 3.598 -2.352 0.0836
H -6.332 2.981 -0.724 0.0793
H -5.527 4.529 -0.944 0.0770
H -1.316 -1.277 -1.980 0.1184
H -4.224 -0.630 -4.117 0.0935
H -3.429 0.812 -3.543 0.0837
H -5.117 0.473 -3.063 0.0887
H -5.584 -1.482 -1.931 0.0954
H -4.893 -1.016 -0.383 0.0763
H -4.361 -2.487 -1.175 0.0771
H -2.032 3.169 -0.130 0.1135
H -1.224 3.363 -3.536 0.1215
H -2.483 3.964 -2.478 0.1058
H 0.390 4.293 -1.590 0.0773
H -0.266 5.271 -2.867 0.1176
H -2.121 6.040 -1.464 0.0798
H -1.448 5.210 -0.051 0.0187
H -0.554 6.520 -0.862 0.0789
F -3.166 -6.876 1.292 0.0774
C -2.567 -5.682 1.180 -0.2749
C -2.031 -5.098 2.310 -0.0058
C -1.405 -3.867 2.192 -0.0717
C -1.333 -3.239 0.956 -0.1038
C -1.884 -3.843 -0.166 -0.0822
C -2.505 -5.079 -0.061 0.0012
H -2.104 -5.605 3.263 0.1087
H -0.968 -3.404 3.068 0.1065
H -0.840 -2.278 0.864 0.0773
H -1.829 -3.352 -1.128 0.0973
H -2.933 -5.573 -0.922 0.1258
F 1.501 -6.539 6.786 0.0560
C 0.937 -7.517 6.049 -0.2873
C -0.006 -7.175 5.102 -0.0239
C -0.584 -8.181 4.340 -0.0842
C -0.219 -9.505 4.540 -0.0903
C 0.730 -9.823 5.501 -0.0766
C 1.319 -8.825 6.264 -0.0127
H -0.279 -6.136 4.970 0.1028
H -1.322 -7.931 3.589 0.0894
H -0.673 -10.286 3.947 0.1034
H 1.015 -10.854 5.660 0.1075
H 2.064 -9.051 7.015 0.1198
F 6.568 0.184 -1.766 0.0411
C 7.587 0.725 -1.058 -0.2904
C 7.512 0.717 0.319 -0.0327
C 8.550 1.280 1.048 -0.0764
C 9.639 1.836 0.393 -0.0881
C 9.690 1.831 -0.995 -0.0751
C 8.658 1.271 -1.734 -0.0142
H 6.651 0.277 0.805 0.1061
H 8.508 1.280 2.129 0.1075
H 10.448 2.273 0.963 0.1044
H 10.538 2.265 -1.507 0.1081
H 8.680 1.254 -2.815 0.1189
F 0.851 2.327 -7.570 0.0684
C 1.282 1.631 -6.505 -0.2831
C 0.370 1.270 -5.533 -0.0155
C 0.824 0.552 -4.437 -0.0879
C 2.165 0.209 -4.324 -0.1011
C 3.062 0.586 -5.314 -0.0704
C 2.621 1.302 -6.418 -0.0045
H -0.670 1.548 -5.641 0.1147
H 0.127 0.256 -3.663 0.0845
H 2.507 -0.354 -3.465 0.0989
H 4.107 0.322 -5.230 0.1098
H 3.299 1.602 -7.205 0.1228

***

No. 3
121
Properties=species:S:1:pos:R:3:lowdin_charge:R:1 method="wB97M-V/def2-TZVPD" homo_ev="-0.3 / -0.6" orbital_gap_ha="0.15402 / 0.16178" multiplicity=2 charge=-2 max_force_ev_per_a=3.9 e_tot_ev=-122197.10910
Ti -0.066 -0.132 -0.299 0.7978
N -1.003 1.920 1.884 0.0130
C -2.383 1.881 2.308 -0.2739
C -3.277 1.759 1.075 -0.0997
C -3.027 0.381 0.405 -0.6485
O -3.912 -0.467 0.454 0.0212
O -1.906 0.270 -0.171 -0.2270
H -0.347 1.748 2.637 0.0319
H -0.779 2.792 1.418 0.0848
H -2.680 2.779 2.899 0.0997
H -2.524 1.003 2.945 0.1165
H -3.004 2.535 0.357 0.0957
H -4.331 1.848 1.348 0.1088
O 3.558 0.807 -5.731 -0.0755
C 4.145 -0.187 -4.891 -0.2236
C 3.327 -0.389 -3.649 -0.2314
C 3.748 0.081 -2.396 -0.0437
C 2.946 -0.131 -1.285 -0.1161
N 1.744 -0.727 -1.310 0.0009
C 1.353 -1.254 -2.526 -0.2274
C 2.130 -1.087 -3.692 0.0393
C 0.131 -1.969 -2.485 -0.2285
C -0.411 -2.701 -3.559 0.0088
C -1.618 -3.338 -3.428 -0.2279
C -2.294 -3.920 -4.631 -0.2312
O -2.832 -2.881 -5.443 -0.0709
C -2.288 -3.255 -2.184 -0.0159
C -1.719 -2.506 -1.179 -0.1411
N -0.549 -1.886 -1.288 -0.0446
H 3.928 0.732 -6.616 0.0732
H 5.166 0.126 -4.621 0.1097
H 4.214 -1.136 -5.447 0.1133
H 4.689 0.603 -2.292 0.0982
H 3.303 0.178 -0.311 0.1069
H 1.771 -1.474 -4.633 0.1105
H 0.110 -2.716 -4.507 0.1122
H -3.118 -4.584 -4.335 0.1080
H -1.588 -4.499 -5.248 0.1097
H -2.555 -2.050 -5.029 0.0746
H -3.252 -3.720 -2.048 0.1000
H -2.233 -2.398 -0.228 0.0775
C -0.265 4.200 -2.786 -0.0269
C 0.191 3.254 -3.900 -0.6262
C 1.620 2.770 -3.655 -0.0189
C 0.112 3.988 -5.247 -0.0308
O -0.669 2.136 -4.022 -0.1544
P -1.197 1.209 -2.779 0.3864
O -1.678 -0.043 -3.388 -0.2141
O -0.122 1.238 -1.721 -0.3401
O -2.418 2.138 -2.187 -0.1593
C -3.697 2.179 -2.802 -0.6230
C -4.449 0.863 -2.600 -0.0137
C -3.588 2.468 -4.302 -0.0382
C -4.451 3.336 -2.128 -0.0246
H 0.449 5.014 -2.660 0.0874
H -0.349 3.644 -1.859 0.0563
H -1.243 4.618 -3.024 0.0752
H 2.299 3.609 -3.509 0.0901
H 1.956 2.173 -4.498 0.0686
H 1.628 2.135 -2.775 0.0548
H 0.803 4.829 -5.252 0.0788
H -0.898 4.355 -5.418 0.0697
H 0.372 3.302 -6.047 0.0810
H -3.855 0.061 -3.027 0.0716
H -5.422 0.909 -3.090 0.0839
H -4.582 0.651 -1.543 0.0687
H -3.007 1.682 -4.772 0.0735
H -3.083 3.418 -4.467 0.0715
H -4.583 2.510 -4.743 0.0809
H -4.639 3.106 -1.084 0.0654
H -5.402 3.504 -2.628 0.0783
H -3.856 4.245 -2.184 0.0778
Cl -0.535 -1.485 1.622 0.1402
C 1.813 2.808 0.028 -0.0147
C 1.956 1.670 1.043 -0.7691
O 2.799 1.890 1.963 -0.2159
N 1.237 0.612 0.951 -0.2651
Te 1.681 -0.363 3.200 1.5961
C 2.660 0.236 5.131 -0.3171
C 2.596 1.587 5.525 -0.3030
C 1.792 2.569 4.729 -0.0854
C 3.246 2.022 6.666 -0.0385
C 3.948 1.146 7.483 -0.2929
C 4.647 1.618 8.728 -0.0751
C 3.927 -0.204 7.147 -0.0437
C 3.294 -0.663 6.002 -0.3103
C 3.256 -2.146 5.769 -0.0666
C 3.279 -1.718 2.726 -0.3360
C 2.990 -3.074 2.482 -0.3113
C 1.597 -3.606 2.462 -0.1387
C 4.023 -3.976 2.278 -0.0326
C 5.356 -3.593 2.310 -0.2833
C 6.465 -4.594 2.136 -0.0682
C 5.628 -2.248 2.541 -0.0369
C 4.626 -1.313 2.750 -0.2928
C 5.041 0.094 3.040 -0.0566
H 1.848 3.755 0.568 0.0765
H 0.881 2.703 -0.515 0.0262
H 2.651 2.764 -0.665 0.0729
H 0.732 2.315 4.791 0.0729
H 2.099 2.525 3.685 0.0346
H 1.934 3.582 5.099 0.0693
H 3.204 3.073 6.932 0.1022
H 4.741 2.704 8.730 0.0632
H 5.646 1.184 8.802 0.0679
H 4.087 1.324 9.619 0.0708
H 4.411 -0.917 7.805 0.1078
H 3.198 -2.671 6.723 0.0720
H 4.146 -2.490 5.244 0.0789
H 2.386 -2.397 5.167 0.0436
H 0.976 -3.103 3.203 0.0056
H 1.593 -4.679 2.647 0.0711
H 1.132 -3.414 1.495 0.0367
H 3.778 -5.017 2.098 0.1055
H 6.056 -5.599 2.045 0.0640
H 7.141 -4.571 2.994 0.0706
H 7.053 -4.377 1.242 0.0723
H 6.661 -1.922 2.570 0.1081
H 5.021 0.273 4.115 0.0754
H 4.353 0.799 2.582 0.0408
H 6.052 0.278 2.679 0.0732

***

No. 4
111
Properties=species:S:1:pos:R:3:lowdin_charge:R:1 method="wB97M-V/def2-TZVPD" homo_ev=-9.0 orbital_gap_ha=0.34826 charge=0 max_force_ev_per_a=0.9 e_tot_ev=-58353.66576
C 4.177 4.193 1.063 -0.1029
C 2.640 4.154 0.994 -0.2320
C 2.060 4.003 -0.420 -0.1295
C 1.957 2.559 -1.018 -0.3096
C 3.068 1.678 -0.469 -0.0315
C 2.076 2.735 -2.552 -0.1647
C 2.390 1.525 -3.462 -0.1207
C 3.875 1.155 -3.547 -0.1987
C 4.125 -0.339 -3.764 -0.1795
C 4.087 -1.159 -2.475 -0.2024
N 4.988 -0.592 -1.489 0.0271
C 4.905 -0.783 -0.132 -0.5636
N 5.906 -0.494 0.593 0.1236
N 3.612 -1.232 0.292 0.0927
C 0.677 3.184 -2.876 -0.4720
O 0.311 4.029 -3.649 0.0943
N -0.163 2.386 -2.131 0.1623
C 0.481 1.958 -0.862 -0.3093
C 0.455 0.402 -0.842 -0.0769
C 0.762 -0.393 0.434 -0.1699
F 1.417 0.346 1.433 -0.0729
C -0.304 2.542 0.332 -0.0884
C -1.641 1.899 0.664 -0.2015
O -2.450 1.880 -0.500 -0.1680
C -3.676 1.169 -0.366 -0.2674
C -3.655 -0.117 -1.171 -0.0680
H 4.527 5.087 1.584 0.0713
H 4.594 3.327 1.584 0.0738
H 4.621 4.205 0.066 0.0430
H 2.230 5.074 1.419 0.1057
H 2.265 3.349 1.634 0.0918
H 2.666 4.601 -1.108 0.1215
H 1.086 4.486 -0.432 0.1039
H 4.036 2.085 -0.770 0.0772
H 3.009 0.663 -0.870 0.0517
H 3.060 1.606 0.617 0.0802
H 2.818 3.499 -2.792 0.1554
H 2.042 1.827 -4.457 0.1291
H 1.791 0.649 -3.206 0.0988
H 4.400 1.479 -2.647 0.0662
H 4.328 1.710 -4.373 0.1150
H 3.348 -0.738 -4.429 0.1156
H 5.077 -0.499 -4.281 0.1072
H 4.334 -2.207 -2.701 0.1146
H 3.083 -1.161 -2.049 0.0964
H 5.955 -0.536 -1.786 0.1357
H 5.703 -0.668 1.573 0.0383
H 3.362 -0.776 1.164 0.0820
H 3.619 -2.237 0.448 0.0734
H -1.121 2.703 -2.049 0.1362
H 1.125 0.056 -1.626 0.0815
H -0.552 0.123 -1.160 0.1117
H -0.152 -0.757 0.906 0.1052
H 1.402 -1.247 0.208 0.0880
H 0.314 2.497 1.232 0.1171
H -0.503 3.596 0.131 0.1217
H -2.126 2.492 1.451 0.1319
H -1.515 0.884 1.059 0.1120
H -4.478 1.834 -0.705 0.1188
H -3.857 0.963 0.697 0.1073
H -3.277 0.094 -2.175 0.0818
H -4.661 -0.533 -1.262 0.0667
H -3.005 -0.867 -0.712 0.0736
C -6.318 -1.017 1.739 -0.0945
C -7.003 -0.202 0.849 -0.0952
C -8.390 -0.209 0.825 -0.0890
C -9.091 -1.033 1.694 -0.0944
C -8.408 -1.849 2.585 -0.0916
C -7.019 -1.841 2.608 -0.0906
H -5.235 -1.012 1.755 0.0941
H -6.450 0.441 0.175 0.0827
H -8.924 0.425 0.129 0.1024
H -10.174 -1.037 1.676 0.0910
H -8.957 -2.491 3.263 0.0902
H -6.486 -2.478 3.302 0.1016
C 7.583 3.498 -3.784 -0.0906
C 7.036 2.607 -2.872 -0.1012
C 6.785 3.002 -1.565 -0.0938
C 7.081 4.300 -1.171 -0.0971
C 7.623 5.197 -2.082 -0.0910
C 7.875 4.797 -3.387 -0.0959
H 7.776 3.185 -4.802 0.1005
H 6.803 1.594 -3.175 0.0886
H 6.373 2.293 -0.855 0.0899
H 6.892 4.612 -0.151 0.0952
H 7.853 6.209 -1.774 0.1006
H 8.298 5.497 -4.096 0.0997
C 4.869 -5.730 2.504 -0.0918
C 4.982 -4.641 1.651 -0.0969
C 4.684 -4.785 0.303 -0.1062
C 4.277 -6.014 -0.197 -0.0916
C 4.167 -7.103 0.657 -0.0938
C 4.462 -6.960 2.006 -0.0933
H 5.104 -5.622 3.555 0.1017
H 5.311 -3.682 2.034 0.0966
H 4.787 -3.940 -0.368 0.0858
H 4.046 -6.123 -1.248 0.1014
H 3.851 -8.064 0.271 0.1013
H 4.378 -7.811 2.671 0.1013
C -12.972 -4.457 2.995 -0.0944
C -13.504 -5.052 4.130 -0.0966
C -13.204 -4.543 5.386 -0.0969
C -12.374 -3.437 5.508 -0.0955
C -11.843 -2.841 4.372 -0.1026
C -12.140 -3.352 3.117 -0.0981
H -13.204 -4.854 2.015 0.1008
H -14.152 -5.914 4.036 0.1001
H -13.619 -5.008 6.271 0.1001
H -12.142 -3.039 6.487 0.1005
H -11.198 -1.976 4.467 0.0957
H -11.724 -2.890 2.230 0.0885